{"formula": "C3H4BrNS", "method": "the ωB97M-V functional and the def2-TZVPD basis", "energy_ev": -85542.2347, "homo_lumo_gap_ev": 9.783, "smiles": "Br[C@@H]1N=CCS1", "de_lowest_kj_mol": 86.15, "elements": ["C", "C", "C", "N", "S", "Br", "H", "H", "H", "H"], "coordinates": [[-0.67, 0.89, 0.04], [-1.01, -0.49, 0.71], [1.22, -0.21, -0.83], [0.32, 0.99, -0.72], [0.15, -1.64, -0.09], [2.81, 0.23, 0.28], [-1.39, 1.58, 0.37], [-0.81, -0.32, 1.70], [-2.07, -0.52, 0.32], [1.45, -0.50, -1.79]]}

---

{"formula": "H25O13", "method": "the ωB97M-V functional and the def2-TZVPD basis", "energy_ev": -27022.5101, "homo_lumo_gap_ev": 8.851, "total_charge": -1, "de_lowest_kj_mol": 469.42, "elements": ["O", "H", "H", "O", "H", "H", "O", "H", "O", "H", "H", "O", "H", "H", "O", "H", "H", "O", "H", "H", "O", "H", "H", "O", "H", "H", "O", "H", "H", "O", "H", "H", "O", "H", "H", "O", "H", "H"], "coordinates": [[-1.69, 2.40, -1.95], [0.22, -4.38, 1.59], [-0.13, 2.56, 0.69], [1.98, -0.40, -0.78], [2.09, -0.52, -1.66], [0.68, -3.11, 2.26], [0.13, 2.33, -0.12], [0.94, 2.03, -0.35], [-1.63, -3.12, 0.51], [-0.71, -2.68, 0.69], [-2.09, -2.34, 0.45], [2.51, 2.14, 2.29], [-1.26, 2.63, -1.06], [2.29, 1.89, 1.27], [1.22, -1.86, -2.94], [0.58, -1.32, -2.54], [1.74, -2.09, -2.28], [2.74, 2.06, -0.68], [2.62, 2.38, -1.48], [-2.71, 0.18, 3.53], [0.78, -4.06, 2.17], [3.42, 2.08, 2.32], [-0.62, 0.16, 0.28], [-2.42, 0.27, 2.57], [2.55, 1.04, -0.79], [3.44, -2.16, -0.73], [-3.76, 2.51, -0.02], [-3.87, 1.89, 0.75], [-3.32, 2.13, -0.77], [-3.37, -0.01, -0.85], [-2.81, -0.22, -1.70], [-2.56, -0.73, 2.22], [4.32, -1.78, -0.41], [4.00, -1.47, 0.45], [-4.20, -0.33, -1.14], [-0.27, -0.78, 0.41], [0.80, -0.61, -0.03], [-1.62, 3.31, -2.21]]}